1.
DFT (ωB97M-V with the def2-TZVPD basis set) results for the molecule C9H11N3 in a non-equilibrium geometry.

Structure (ORCA input):
```
! wB97M-V def2-TZVPD RIJCOSX def2/J DEFGRID3
* xyz 0 1
C 2.278 0.090 0.181
C -2.697 1.171 0.281
C -1.679 1.812 -0.409
C -2.330 0.064 1.061
C -0.414 1.260 -0.536
C -0.146 0.122 0.325
C 0.926 -1.502 -1.065
C 1.119 -1.695 1.410
C 1.084 -0.649 0.262
N 3.268 0.666 0.229
N -1.097 -0.352 1.137
N 0.511 1.784 -1.421
H -3.666 1.606 0.266
H -2.018 2.680 -0.974
H -3.143 -0.580 1.570
H 1.005 -1.004 -1.991
H 0.088 -2.195 -1.266
H 1.789 -2.120 -1.053
H 0.240 -2.272 1.186
H 2.009 -2.193 1.323
H 1.033 -1.078 2.340
H 0.326 2.824 -1.720
H 1.514 1.560 -1.135
*
```

Values from the calculation:
ΔE to the lowest compared entry with this formula, charge and spin = 180.0 kJ/mol
SMILES = CC(C)(C#N)c1ncccc1N
E_HOMO = -0.30674 Ha
Largest force on an atom = 0.0740 Eh/bohr

2.
DFT (ωB97M-V with the def2-TZVPD basis set) results for a cluster of 2 separate species, CH7N6 in total in a non-equilibrium geometry.

Structure (ORCA input):
```
! wB97M-V def2-TZVPD RIJCOSX def2/J DEFGRID3
* xyz 1 1
C -1.165 -0.975 1.552
N 0.488 -2.730 1.068
N -1.244 0.304 1.055
N -0.110 -1.732 1.505
N 0.748 1.334 -2.535
N 1.053 0.566 -0.495
N 1.535 0.883 -1.632
H -1.969 -1.152 2.152
H 1.171 -3.120 1.783
H 1.225 1.884 -3.285
H -0.230 1.621 -2.321
H -0.772 0.574 0.220
H 1.574 -0.111 0.097
H -2.101 0.807 1.245
*
```

Values from the calculation:
ΔE to the lowest compared entry with this formula, charge and spin = 461.8 kJ/mol
E_HOMO = -0.47347 Ha
Largest force on an atom = 0.1134 Eh/bohr

3.
DFT (ωB97M-V with the def2-TZVPD basis set) results for the molecule C6H18N2Si in a non-equilibrium geometry.

Structure (ORCA input):
```
! wB97M-V def2-TZVPD RIJCOSX def2/J DEFGRID3
* xyz 0 1
C 1.976 -0.215 1.283
C 2.524 -0.265 -1.180
C 1.153 1.496 -0.328
C -2.438 1.815 0.184
C -2.078 -2.306 0.214
C 1.439 0.029 -0.143
N -1.887 0.568 0.677
N 0.376 -0.968 -0.412
Si -1.283 -0.707 -0.336
H 2.139 0.797 1.724
H 1.269 -0.740 1.834
H 2.923 -0.786 1.172
H 2.024 0.087 -2.012
H 2.824 -1.284 -1.241
H 3.424 0.348 -0.986
H 0.379 1.682 0.473
H 1.970 2.186 -0.256
H 0.777 1.598 -1.363
H -1.517 2.549 0.187
H -2.749 1.697 -0.848
H -3.263 2.222 0.811
H -1.735 -2.895 1.034
H -3.070 -1.866 0.571
H -2.159 -2.842 -0.780
H -2.196 0.307 1.607
H 0.786 -1.918 -0.182
H -1.607 -0.586 -1.704
*
```

Values from the calculation:
ΔE to the lowest compared entry with this formula, charge and spin = 121.7 kJ/mol
SMILES = CN[Si@H](C)NC(C)(C)C
E_HOMO = -0.31139 Ha
Largest force on an atom = 0.0622 Eh/bohr

4.
DFT (ωB97M-V with the def2-TZVPD basis set) results for the molecule C5H7N in a non-equilibrium geometry.

Structure (ORCA input):
```
! wB97M-V def2-TZVPD RIJCOSX def2/J DEFGRID3
* xyz 0 1
C -0.674 0.472 0.857
C -0.797 -0.795 -0.037
C -0.407 0.067 -1.193
C 0.400 0.881 -0.146
C 1.288 -0.375 0.056
N 0.372 -1.128 -0.946
H -0.395 0.443 1.916
H -1.622 1.017 0.722
H -1.424 -1.648 0.107
H -1.157 0.338 -1.921
H 0.839 1.875 -0.238
H 1.316 -0.598 1.167
H 2.262 -0.551 -0.343
*
```

Values from the calculation:
ΔE to the lowest compared entry with this formula, charge and spin = 451.3 kJ/mol
SMILES = C1[C@H]2CN3[C@H]2[C@H]13
E_HOMO = -0.33027 Ha
Largest force on an atom = 0.0677 Eh/bohr